Density functional theory data (ωB97M-V with the def2-TZVPD basis set) for a molecular structure, C32H47N6OPbS2Si2 in a non-equilibrium geometry.

Structure (XYZ):
```
91
Properties=species:S:1:pos:R:3:lowdin_charge:R:1
Pb -1.087 0.610 -0.030 1.2887
S 0.392 5.425 -0.392 0.8777
S -0.102 2.694 -1.365 0.5239
Si 1.561 0.259 2.709 0.4866
Si -2.271 -2.727 -1.379 0.4798
O -3.488 0.678 0.229 -0.2687
N -1.709 2.589 1.264 -0.0992
N 1.023 -0.041 -2.227 -0.1005
N -1.041 -2.041 -0.348 -0.0687
N -1.108 3.764 0.937 -0.0732
N 0.598 -0.619 1.514 -0.0459
N 1.561 -1.900 -4.319 0.0559
C 1.587 -1.334 -1.962 -0.1956
C 1.559 -4.076 2.143 -0.0319
C -0.310 -2.666 0.535 -0.2950
C -3.800 0.529 1.463 -0.4294
C -4.944 -0.804 3.152 -0.0933
C 0.598 -4.780 1.382 -0.0359
C 1.536 -2.720 2.171 -0.0337
C 0.616 -1.927 1.415 -0.2881
C 0.283 0.002 -3.459 -0.2013
C 2.449 -1.846 -3.128 -0.0855
C -3.236 -1.339 -2.239 -0.1654
C 4.099 2.223 -2.728 -0.1057
C -0.314 -4.095 0.648 -0.0227
C -3.710 1.143 3.822 -0.0555
C -1.310 -3.741 -2.726 -0.1539
C 1.088 -0.528 -4.660 -0.0822
C -3.055 3.946 2.754 -0.0004
C 2.150 4.945 -0.068 -0.3988
C 2.765 3.985 -1.031 -0.3240
C 3.420 0.122 2.250 -0.1491
C -2.653 2.642 2.153 -0.2600
C 3.845 3.523 -3.130 -0.0737
C 3.003 2.668 -0.643 -0.0876
C -3.370 1.429 2.503 -0.1353
C -4.452 0.027 4.156 -0.1083
C 1.049 2.072 2.610 -0.1641
C 3.174 4.397 -2.294 -0.0321
C 3.670 1.792 -1.483 -0.1248
C -0.397 3.863 -0.112 -1.0901
C -3.500 -3.815 -0.412 -0.1527
C -4.629 -0.557 1.843 -0.0292
C 1.201 -0.319 4.491 -0.1470
H -5.565 -1.653 3.405 0.1031
H 3.955 0.999 2.596 0.0363
H -1.051 -3.121 -3.586 -0.0023
H 2.172 4.548 0.946 0.0729
H 0.118 2.244 3.135 0.0328
H -3.538 -3.469 0.618 0.0309
H 1.688 0.329 5.213 0.0380
H -3.822 -1.731 -3.066 0.0404
H -3.229 -4.867 -0.394 0.0258
H 0.133 -0.283 4.686 0.0351
H -4.648 -0.205 5.190 0.0940
H 0.755 -2.027 -1.802 0.0860
H -4.504 -3.744 -0.819 0.0374
H 0.607 -5.858 1.389 0.1184
H -2.620 -0.531 -2.623 0.0061
H -3.926 -0.888 -1.534 0.0180
H -0.617 -0.609 -3.336 0.0988
H 2.299 -4.618 2.712 0.1207
H 4.201 3.869 -4.087 0.1050
H 2.853 -2.836 -2.910 0.1382
H 2.999 5.413 -2.617 0.1227
H 2.662 5.907 -0.095 0.0830
H 2.168 -1.294 -1.042 0.1247
H 3.909 -0.743 2.686 0.0247
H 4.659 1.558 -3.372 0.0966
H 3.892 0.786 -1.148 0.0910
H 1.683 0.722 -2.126 0.0567
H 2.687 2.332 0.333 0.0848
H -0.403 -4.186 -2.326 0.0187
H -2.172 4.563 2.913 0.0815
H 0.468 -0.559 -5.558 0.1403
H 3.553 0.062 1.174 0.0058
H -3.689 4.484 2.051 0.1036
H 2.258 -2.196 2.770 0.0691
H 1.534 -1.333 4.681 0.0188
H 1.960 0.102 -4.845 0.1380
H -0.025 1.031 -3.648 0.1072
H 0.904 2.392 1.587 -0.0277
H -1.922 -4.551 -3.103 0.0353
H -1.040 -4.632 0.061 0.0841
H 2.036 -2.340 -5.115 0.1916
H 3.271 -1.157 -3.342 0.1331
H -4.968 -1.205 1.048 0.1001
H 1.795 2.712 3.065 0.0466
H -3.608 3.817 3.676 0.0758
H 0.730 -2.468 -4.069 0.1444
H -3.343 1.779 4.615 0.1099
```

## Properties
Energy above the lowest of the compared OMol25 structures with the same formula, charge and spin in kJ/mol: 121.80
Energy in eV: -87603.51238
Charge: +1
Frontier orbital gap (alpha / beta) in eV: 3.97 / 3.97


Density functional theory data (ωB97M-V with the def2-TZVPD basis set) for a molecular structure, C24H60F2N5O16S3Sn2 in a non-equilibrium geometry.

Structure (XYZ):
```
112
Properties=species:S:1:pos:R:3:lowdin_charge:R:1
Sn 17.933 8.731 19.685 1.7552
Sn 12.324 12.698 18.445 1.6998
S 11.383 14.438 22.045 0.3872
S 13.636 14.030 22.054 0.5334
S 15.224 10.629 18.216 0.0967
F 10.157 14.463 21.044 -0.2310
F 14.625 13.953 20.800 -0.2220
O 15.040 9.376 18.918 -0.4013
O 15.049 11.774 19.101 -0.4391
O 14.302 10.799 17.109 -0.3881
O 11.174 11.941 15.400 -0.2590
O 14.039 15.314 22.560 -0.2220
O 19.730 10.749 20.748 -0.3489
O 11.610 7.737 21.910 -0.2028
O 19.773 9.268 17.519 -0.3459
O 11.252 15.873 22.276 -0.2445
O 16.331 6.265 19.473 -0.3108
O 13.988 12.888 22.845 -0.2559
O 9.817 11.126 18.621 -0.3325
O 16.561 10.499 17.690 -0.3902
O 16.334 15.044 16.252 -0.2133
O 10.895 13.404 22.973 -0.2731
O 16.273 8.941 22.163 -0.2927
N 13.905 12.545 15.407 -0.0842
N 17.165 11.645 21.119 -0.0426
N 12.142 10.082 20.064 -0.0421
N 12.302 13.892 21.019 -0.3705
N 18.140 6.850 17.020 -0.0688
C 19.830 10.684 17.291 -0.0911
C 8.575 11.779 18.586 -0.0890
C 15.099 13.260 15.007 -0.1769
C 9.938 9.700 18.916 -0.1551
C 21.133 10.454 20.676 -0.0900
C 19.561 7.051 16.697 -0.1754
C 16.789 11.314 22.503 -0.1601
C 18.171 12.667 21.115 -0.1941
C 11.914 6.573 22.699 -0.0716
C 19.554 12.064 21.269 -0.1950
C 17.559 15.326 15.548 -0.0737
C 18.045 5.629 17.678 -0.2683
C 19.907 8.533 16.296 -0.1679
C 12.026 11.220 14.537 -0.2132
C 14.938 5.956 19.764 -0.0821
C 11.403 9.231 19.078 -0.1763
C 13.379 11.869 14.205 -0.1854
C 15.715 10.201 22.611 -0.1901
C 15.765 7.788 22.941 -0.0573
C 16.601 5.412 18.252 -0.1349
C 10.666 13.082 14.823 -0.1314
C 15.884 13.713 16.312 -0.1921
C 11.570 10.097 21.444 -0.1445
C 11.963 8.978 22.428 -0.2010
H 18.085 13.146 20.139 0.1256
H 9.920 13.512 15.492 0.0897
H 11.921 9.129 18.124 0.1115
H 16.719 13.064 16.574 0.1034
H 13.062 9.669 20.113 0.0705
H 13.047 9.018 22.532 0.0958
H 11.471 8.185 19.375 0.1138
H 11.478 13.806 14.745 0.0856
H 15.741 12.681 14.343 0.1101
H 9.553 9.067 18.116 0.1273
H 11.136 6.405 23.444 0.0877
H 14.878 4.918 20.093 0.0989
H 12.004 11.033 21.795 0.0934
H 19.227 8.938 15.546 0.1247
H 18.379 4.848 16.994 0.1281
H 15.370 13.683 17.273 0.0972
H 17.710 10.925 22.938 0.1220
H 14.215 11.789 16.000 -0.0181
H 19.676 11.909 22.341 0.1229
H 7.934 11.244 17.884 0.0946
H 17.361 14.866 14.580 0.0743
H 9.378 9.517 19.833 0.1171
H 8.696 12.808 18.246 0.0921
H 17.566 6.766 16.193 0.1395
H 16.601 4.360 18.537 0.1205
H 14.643 6.485 20.670 0.0602
H 14.892 7.442 22.389 0.0361
H 16.363 6.876 22.963 0.0926
H 15.400 8.014 23.943 0.0960
H 16.349 12.148 23.049 0.1130
H 14.838 14.106 14.370 0.1193
H 11.816 5.642 22.141 0.0871
H 10.492 10.256 21.485 0.1217
H 13.286 12.525 13.340 0.1178
H 16.322 11.854 20.604 0.0588
H 21.223 9.414 20.365 0.0841
H 14.781 10.343 22.068 0.1001
H 20.281 6.850 17.489 0.1248
H 20.921 8.784 15.985 0.1314
H 8.106 11.724 19.568 0.0982
H 18.771 5.477 18.476 0.1219
H 15.837 5.550 17.486 0.1233
H 19.889 6.504 15.813 0.1238
H 11.497 10.779 13.693 0.1250
H 14.066 11.071 13.924 0.1228
H 19.316 11.018 16.390 0.0985
H 19.383 11.124 18.182 0.0675
H 18.013 13.564 21.715 0.1361
H 12.896 6.686 23.158 0.0722
H 18.342 14.668 15.925 0.0753
H 21.674 11.112 19.996 0.0955
H 20.372 12.664 20.871 0.1297
H 12.187 10.299 15.097 0.1144
H 20.865 11.023 17.245 0.0952
H 10.259 12.923 13.825 0.0993
H 15.336 10.272 23.631 0.1266
H 11.442 9.071 23.380 0.1379
H 14.266 6.277 18.968 0.0996
H 17.840 16.373 15.432 0.0933
H 21.615 10.516 21.652 0.0980
```

## Properties
Energy above the lowest of the compared OMol25 structures with the same formula, charge and spin in kJ/mol: 0.00
Energy in eV: -115657.98426
Charge: +1
Frontier orbital gap in eV: 6.83


Density functional theory data (ωB97M-V with the def2-TZVPD basis set) for a molecular structure, C45H51BeBrCaCl5IN2O12S4 in a non-equilibrium geometry.

Structure (XYZ):
```
123
Properties=species:S:1:pos:R:3:lowdin_charge:R:1
I -3.065 2.150 5.339 0.8697
Br -2.781 -1.242 5.929 -0.2502
Ca -2.309 -3.482 0.998 1.6272
Cl 1.557 8.403 -1.652 0.2224
Cl -2.378 -6.071 -1.231 0.4577
Cl -3.274 -8.829 -1.098 0.5766
Cl -4.824 -6.880 -2.576 0.6248
Cl -2.238 -7.761 -3.575 0.6129
S -0.592 6.082 2.149 0.2556
S 4.637 -0.347 1.319 0.8177
S -4.472 4.063 -0.132 0.7110
S 4.228 -0.002 4.341 0.7744
O -7.269 -9.030 -7.510 0.0377
O -3.592 1.869 -2.053 0.0832
O -0.238 7.083 3.165 -0.2448
O -1.396 -1.603 0.718 -0.3299
O -1.660 5.202 2.652 -0.2630
O 2.705 3.033 -5.223 0.1258
O -7.582 -9.972 -5.472 0.1266
O -5.773 -8.702 -5.976 0.0123
O -1.060 6.782 0.932 -0.2192
O 0.603 5.283 1.820 -0.3795
O 1.198 1.495 -4.636 0.0433
O 2.970 5.010 6.010 0.0579
N 4.384 -2.432 3.221 -0.1894
N 5.119 -4.617 3.182 0.0193
C -3.627 2.943 2.332 -0.2383
C 1.444 -0.023 -2.678 -0.0396
C 2.801 -0.710 -3.026 -0.1484
C -9.682 -8.732 -7.475 -0.0660
C -0.631 1.538 -3.018 0.0791
C 3.698 -0.110 -4.163 -0.1795
C 4.289 1.756 -2.331 -0.1033
C 4.666 1.100 -3.715 -0.2173
C 2.946 0.202 0.733 -0.4160
C 0.794 4.726 -1.013 0.0152
C -2.043 0.684 1.052 -0.0298
C 1.859 -0.928 0.939 -0.2045
C 0.794 1.278 3.362 -0.2167
C 1.185 3.651 -1.963 -0.0262
C 3.853 4.777 6.806 -0.4850
C 0.627 6.104 -1.551 -0.1533
C 2.139 3.433 3.697 -0.1171
C 1.394 -1.586 -0.450 -0.1316
C 0.694 2.788 3.906 -0.1988
C -3.184 -7.395 -2.128 -1.9672
C 4.404 -0.979 3.024 -0.9860
C 5.422 -3.312 2.872 -0.1514
C 1.186 5.222 -3.963 0.0108
C -8.519 -9.575 -7.957 -0.2103
C -0.107 0.273 4.197 -0.2082
C -2.115 0.787 2.533 -0.1269
C -6.939 -9.308 -6.246 -0.5939
C 0.698 0.996 -3.433 -0.1667
C 1.807 2.753 -4.460 -0.3728
C -3.551 2.808 0.854 -0.4896
C -0.555 0.056 -0.985 -0.0008
C 1.381 3.835 -3.423 -0.0814
C -1.282 1.097 -1.801 -0.0323
C 0.820 6.353 -3.054 -0.1313
C -1.320 -0.401 0.296 -0.2168
C -2.780 1.731 0.240 -0.0509
C -5.341 -8.857 -4.626 -0.1210
C 4.022 3.404 7.407 -0.0187
C -2.671 1.604 -1.314 -0.2986
C 4.824 5.846 7.236 -0.0224
C 3.814 -4.580 3.759 -0.1255
C 3.337 -3.183 3.785 -0.0875
C -1.365 -0.275 3.405 -0.2922
C 0.764 -0.491 -1.403 -0.0514
C -2.890 1.897 3.187 -0.4909
Be -5.978 3.761 2.725 0.4365
H 3.207 2.022 -2.208 0.0405
H 1.316 2.633 -1.513 0.0868
H 0.731 7.356 -3.542 0.0449
H -4.213 3.773 2.832 -0.1021
H 5.842 5.553 6.969 0.0834
H 6.405 -3.088 2.402 0.1317
H 5.712 0.676 -3.585 0.1068
H 2.273 -1.774 1.562 0.0924
H 0.333 2.849 4.967 0.0974
H 4.749 6.007 8.313 0.0834
H 3.392 -0.803 -2.062 0.1047
H 4.583 6.779 6.725 0.0854
H -5.988 -8.290 -3.967 0.0235
H 0.001 3.324 3.203 0.0744
H 3.156 0.123 -5.129 0.1112
H 0.635 4.467 0.075 0.0852
H 0.523 1.326 2.268 0.0946
H -1.050 -1.198 2.844 0.0703
H -4.336 -8.464 -4.553 -0.0075
H 3.256 2.738 7.009 0.0777
H 2.220 4.344 4.357 0.0504
H -10.621 -9.091 -7.897 0.0817
H 3.912 3.456 8.492 0.0844
H 4.777 1.868 -4.539 0.0995
H 4.424 -0.934 -4.459 0.1097
H 1.359 5.397 -5.054 0.1116
H 1.008 -0.478 1.518 0.0761
H 0.669 -2.435 -0.254 0.0904
H 4.862 2.735 -2.272 0.0999
H -9.542 -7.686 -7.759 0.0823
H -0.393 0.740 5.187 0.0610
H 4.678 1.145 -1.461 0.0611
H -8.621 -10.617 -7.646 0.1248
H -5.324 -9.909 -4.333 0.1104
H -8.489 -9.566 -9.048 0.1238
H 2.357 -2.805 4.154 0.1087
H 2.971 2.730 4.027 0.0391
H 2.566 -1.785 -3.314 0.1331
H -9.762 -8.758 -6.386 0.0750
H 2.708 1.125 1.349 0.0782
H 5.005 3.003 7.148 0.0829
H 2.317 -2.062 -0.875 0.1071
H 3.247 -5.467 4.130 0.0902
H 0.361 6.920 -0.835 -0.0132
H -2.127 -0.658 4.222 -0.1928
H 3.017 0.551 -0.330 0.0417
H -1.157 2.292 -3.661 0.1521
H 2.335 3.745 2.636 0.0661
H 0.536 -0.629 4.438 0.0981
H 1.868 0.959 3.459 0.0276
H -5.669 3.417 -0.415 -0.1012
```

## Properties
Energy in eV: -277956.90406
Frontier orbital gap in eV: 2.58


Density functional theory data (ωB97M-V with the def2-TZVPD basis set) for 5 unconnected molecules or ions with the total composition C2H12O5 in a non-equilibrium geometry.

Structure (XYZ):
```
19
Properties=species:S:1:pos:R:3:mulliken_spin:R:1
O -0.201 1.952 -1.149 0.0004
O 1.352 -0.992 -1.302 0.2122
O 1.635 0.223 1.386 0.0341
O -2.533 0.310 -0.820 0.0025
O -0.805 1.445 1.638 -0.0002
C 0.359 -1.527 -0.566 0.2216
C 0.495 -2.376 0.461 0.4675
H -0.414 -2.976 0.870 0.0136
H -0.254 1.782 -0.182 -0.0001
H 1.670 -0.276 0.613 -0.0053
H 0.092 1.057 1.806 0.0008
H -1.948 0.330 -0.119 0.0009
H -2.093 0.881 -1.446 -0.0003
H 1.506 -2.685 0.757 0.0290
H 1.756 -0.448 2.074 -0.0026
H -1.256 1.029 2.317 -0.0004
H -0.103 2.987 -1.251 0.0000
H -0.692 -1.360 -0.829 0.0335
H 1.036 -0.414 -2.002 -0.0070
```

## Properties
Energy above the lowest of the compared OMol25 structures with the same formula, charge and spin in kJ/mol: 183.91
Energy in eV: -12495.60393
Expectation value of S²: 0.7564
Spin multiplicity: 2
Charge: +1
Frontier orbital gap (alpha / beta) in eV: 9.62 / 5.32